1.
Density functional theory data (ωB97M-V/def2-TZVPD) for C22H32N4O5OsSSi2 as an isolated structure in a non-equilibrium geometry.

Cartesian coordinates (Å):
Os: -0.754743 0.584950 0.643215
S: 0.820300 -2.374605 -1.240343
Si: 2.805131 -0.896671 0.636087
Si: 0.095616 -2.774962 1.614807
O: 0.444410 3.094794 4.425471
O: -1.433875 5.136449 3.465022
O: -0.220672 0.659868 2.657094
O: -2.634542 0.955479 1.615806
O: -0.749536 2.611781 0.586545
N: -0.410673 -0.005046 -2.331002
N: 0.394055 -1.583727 -3.656036
N: -0.936825 0.810236 -1.346959
N: -1.946075 3.070644 0.151920
C: 1.115275 -2.757361 -4.127171
C: 1.055557 -1.641037 0.390344
C: -0.540906 2.876563 3.760966
C: 3.258734 -0.893904 2.437294
C: -2.249684 2.866820 -1.150302
C: -1.712708 -2.471154 1.214499
C: 4.030729 -1.891327 -0.362505
C: -4.015453 4.476173 -0.850213
C: -1.538286 3.955015 3.308081
C: -1.567913 1.860574 -1.922932
C: -2.788826 3.666876 1.036296
C: -3.266605 3.676703 -1.680257
C: 0.201767 -1.134859 -2.375454
C: -0.967872 1.683233 3.063982
C: -2.649971 3.283012 2.490491
C: -2.185417 1.847831 2.475144
C: 0.596327 -4.538379 1.241335
C: 0.428025 -2.391351 3.399607
C: 2.604630 -2.516216 -4.332045
C: -1.709064 2.014686 -3.417020
C: 2.684587 0.851072 -0.008221
C: -3.825231 4.413570 0.529632
H: 2.553275 -0.282849 3.006309
H: 1.868138 1.386873 0.492286
H: 4.256657 -0.466486 2.565551
H: -2.706791 1.708177 -3.746377
H: 0.430492 -0.715594 0.315403
H: 0.163985 -5.208013 1.988773
H: 3.598652 1.415002 0.194151
H: 1.683130 -4.655669 1.280295
H: 0.367631 -1.318816 3.586402
H: -4.493983 4.913227 1.215291
H: 3.268511 -1.899789 2.858189
H: 3.852756 -2.965751 -0.270159
H: -3.480660 3.634545 -2.735772
H: 3.086987 -2.279639 -3.384195
H: -3.619837 3.465815 2.958765
H: -0.339222 -2.885818 4.003163
H: -4.795548 5.102901 -1.260985
H: 5.045341 -1.687976 -0.010708
H: 0.960983 -3.584463 -3.437000
H: -2.206045 -1.961602 2.044832
H: 3.076980 -3.409690 -4.743580
H: -2.251049 -3.401063 1.016777
H: -1.842615 -1.845229 0.321025
H: 0.255127 -4.863398 0.257089
H: 0.650609 -3.047335 -5.070045
H: -1.558427 3.055028 -3.706826
H: 0.064943 -0.933125 -4.350017
H: -0.982377 1.404282 -3.932293
H: 3.986109 -1.633766 -1.421152
H: 1.400645 -2.756904 3.730083
H: 2.502794 0.879747 -1.086261
H: 2.772526 -1.688362 -5.022193

Cartesian forces (eV/Å) of the 2 atoms listed first:
Os -1.0 1.1 0.4
S -0.1 0.1 -0.1

- Multiplicity: 1
- Charge: 0
- ΔE to the lowest compared entry with this formula, charge and spin: 512.7 kJ/mol
- Maximum force: 1.5 eV Å⁻¹



2.
Density functional theory data (ωB97M-V/def2-TZVPD) for a 3-piece molecular cluster, C22H32N4O6P overall in a non-equilibrium geometry.

Cartesian coordinates (Å):
P: -0.045144 -2.992743 -2.301173
O: -0.836754 -4.406828 -1.887498
O: -0.591763 -0.704228 1.903915
O: 3.812349 2.332503 -0.714620
O: -5.735166 2.400242 -0.789767
O: -4.160399 0.953939 -1.076397
O: 5.248048 2.196401 -2.317682
N: -5.006182 1.507982 -0.398528
N: 4.268491 2.684453 -1.789034
N: 2.235250 -3.205853 -0.841602
N: 0.618437 -1.165506 1.886211
C: -6.148476 1.293982 3.145213
C: -5.134905 1.079158 1.000687
C: -0.449947 -3.111479 2.908959
C: 0.594576 -2.649353 1.861859
C: -6.063413 1.692925 1.821195
C: 2.472660 4.359482 -1.904084
C: 1.423435 -0.515102 0.804963
C: 1.931016 -3.265777 2.267854
C: 2.295419 5.820595 -3.803184
C: 4.051186 4.181737 -3.727464
C: -4.393350 -0.312132 2.782358
C: -4.305570 0.075092 1.458032
C: 2.939766 -0.632524 1.082725
C: -1.502746 -1.896721 -2.350273
C: 1.081538 0.982875 0.807381
C: 3.401680 5.214262 -4.383105
C: 1.039439 -1.054487 -0.584750
C: 3.576572 3.772509 -2.495092
C: 1.830889 5.392189 -2.567060
C: 0.149636 -3.162317 0.486728
C: 0.915316 -2.567922 -0.713054
C: -5.309527 0.297206 3.628491
H: 3.760140 5.547030 -5.347082
H: -0.922119 -3.046644 0.367270
H: -0.597903 -2.362465 3.673411
H: -6.705748 2.472553 1.440525
H: 2.839114 -2.584106 -1.370823
H: -2.020540 -1.821544 -1.395267
H: -0.067826 -3.994370 3.408760
H: -6.864937 1.766572 3.802600
H: -1.178988 -0.898668 -2.618790
H: 0.147511 -0.536970 -0.915065
H: 0.968071 5.863545 -2.117851
H: 2.115623 4.020268 -0.943160
H: -2.201273 -2.243876 -3.100933
H: 4.912463 3.706283 -4.171749
H: 1.838824 -0.739702 -1.252315
H: 0.167902 1.194690 0.266592
H: 2.141397 -4.035425 -1.421149
H: 3.417567 0.332231 1.069876
H: 1.823419 -4.323276 2.450042
H: -0.174399 -5.071858 -1.638575
H: 3.430997 -1.313229 0.401572
H: 1.872734 1.533974 0.316107
H: 2.252626 -2.800483 3.198787
H: 3.087195 -1.042299 2.076255
H: -5.369458 -0.003353 4.666107
H: -3.740136 -1.089486 3.153947
H: 2.712909 -3.085842 1.549309
H: 0.349693 -4.229049 0.496287
H: -1.385150 -3.400068 2.449304
H: -3.591777 -0.396703 0.800089
H: 1.793550 6.629959 -4.316396
H: 0.986156 1.357750 1.820110

Cartesian forces (eV/Å) of the 2 atoms listed first:
P 0.3 0.1 -0.7
O 0.4 0.0 0.4

- Multiplicity: 2
- Charge: 0
- ΔE to the lowest compared entry with this formula, charge and spin: 0.0 kJ/mol
- Maximum force: 2.0 eV Å⁻¹



3.
Density functional theory data (ωB97M-V/def2-TZVPD) for C22H33BBeBrCl2F7KMgN3O15S3 as an isolated structure in a non-equilibrium geometry.

Cartesian coordinates (Å):
Br: -6.093223 -4.302896 -1.142885
K: -5.406986 1.204207 4.907953
Cl: 6.185885 -3.671689 -5.433204
Cl: 8.268137 -1.524387 -3.794206
S: 5.543117 5.939391 -0.641907
S: 9.805533 -2.780677 -7.211285
S: 0.954501 4.623164 0.314034
Mg: -0.789326 5.222919 2.927522
F: 0.103202 -2.880330 -1.230695
F: 2.339096 -1.757076 -0.450124
F: 2.707385 -1.285458 -2.905539
F: 0.108191 -1.214571 0.875769
F: 0.813334 -0.941977 -1.844141
F: -0.790093 0.384419 -0.349083
F: -1.171916 -1.489664 -2.386462
O: -0.548427 4.406811 0.777236
O: 9.213054 -3.750097 -8.133135
O: 1.730347 3.971043 1.366982
O: -1.210696 0.407375 2.974135
O: -4.808853 -0.170533 3.718831
O: 9.987569 -3.383188 -5.889426
O: 1.141356 6.063001 0.297631
O: 6.022449 5.927652 -1.988961
O: 4.147072 5.966399 -0.358931
O: 1.057342 3.997316 -0.980909
O: -6.465126 -3.808181 2.047676
O: 8.914212 -1.626850 -7.087893
O: -4.302580 -2.891293 5.358957
O: 6.193496 4.732643 0.156005
O: 11.108413 -2.363320 -7.729546
N: -6.180552 -1.511428 2.470652
N: -2.869771 1.821270 1.938635
N: -8.353729 0.165990 3.186753
C: -4.931209 -0.901757 2.719050
C: -5.831834 -2.821868 1.897721
C: -4.152158 -5.621665 0.532605
C: -2.844932 -5.555874 1.340276
C: -4.286058 -4.460906 -0.457822
C: -3.836244 -3.172269 0.191250
C: -4.548915 -2.529385 1.189283
C: -2.775077 -0.789877 1.357837
C: 5.584647 3.424311 -0.013505
C: -2.628011 -2.612743 -0.211123
C: 5.972781 2.769710 -1.322845
C: -2.888359 2.342691 0.545761
C: -0.750096 -0.939555 -0.114471
C: -0.216008 -1.611265 -1.423683
C: -2.083639 2.890351 2.564915
C: -2.096807 -1.456696 0.342835
C: 5.711846 -2.281627 -4.409097
C: -3.991413 -1.344898 1.732593
C: 6.684429 -1.140732 -4.521506
C: -7.951341 0.142553 1.993158
C: -7.004346 -0.869710 1.411856
C: 6.352357 7.240690 0.228996
B: -2.256639 0.520032 2.095283
Be: -2.120778 5.061392 0.355348
H: 6.028065 7.222149 1.265420
H: 5.623319 -2.632598 -3.385888
H: -4.877497 -2.433230 6.030849
H: -3.335754 3.371543 0.603404
H: 7.427010 7.099001 0.152814
H: 4.727694 -1.960188 -4.742378
H: -4.164047 -6.574633 0.013657
H: 6.291412 -0.275552 -3.990686
H: -4.511266 -2.577052 4.435295
H: -4.373637 -3.877486 5.433518
H: -1.096877 2.973767 2.117015
H: 6.061493 8.175709 -0.243735
H: 5.608359 1.742776 -1.349204
H: -7.913099 -0.619849 3.678697
H: -2.014403 2.857713 3.656167
H: -8.340670 0.888440 1.305682
H: -4.961995 -5.601492 1.254509
H: -1.315558 -0.429134 3.439381
H: -1.967918 -5.454217 0.708143
H: -1.869445 2.485919 0.191066
H: -3.598399 -4.653726 -1.273098
H: -7.573569 -1.638325 0.891927
H: 7.056340 2.768592 -1.447659
H: -3.440922 1.725476 -0.152729
H: -6.346957 -0.404070 0.673466
H: -2.097763 -3.144247 -0.979774
H: 5.942808 2.824631 0.820839
H: -2.890007 -4.800226 2.119357
H: 6.855171 -0.861397 -5.558530
H: 5.546850 3.303803 -2.171005
H: -2.744751 -6.515207 1.843572
H: -2.633300 3.800038 2.311894
H: 4.500801 3.503324 0.085226

Cartesian forces (eV/Å) of the 2 atoms listed first:
Br 0.1 0.0 -0.3
K -2.3 5.7 4.5

- Multiplicity: 1
- E_tot: -227974.11666 eV
- Charge: 0
- Maximum force: 7.6 eV Å⁻¹



4.
Density functional theory data (ωB97M-V/def2-TZVPD) for C22H33Br3Cl2O10 as an isolated structure in a non-equilibrium geometry.

Cartesian coordinates (Å):
Br: 12.708585 0.421582 -9.581117
Br: 9.609099 1.511884 -8.904825
Br: 10.717423 1.081260 -12.044915
Cl: 14.495535 -6.138913 -8.531915
Cl: 12.589351 -4.707288 -7.070768
O: 8.185547 -4.718996 -11.295375
O: 6.310872 -5.847059 -10.600129
O: 7.678181 6.547481 -10.873091
O: 14.899218 6.134132 -11.816001
O: 8.178315 5.701209 -18.704749
O: 9.282811 8.010309 -11.106959
O: 17.738463 -1.872418 -11.577697
O: 7.867008 3.831014 -19.900931
O: 14.122662 7.256564 -13.434326
O: 17.984079 -3.830953 -12.574644
C: 8.066726 7.712235 -11.277396
C: 8.559350 6.039624 -17.341099
C: 16.485163 -2.296567 -13.545943
C: 9.101204 3.787941 -17.775588
C: 6.216354 6.468145 -10.869744
C: 6.111085 -3.495987 -10.882874
C: 17.447924 -2.608108 -12.466921
C: 11.182527 1.574780 -10.216497
C: 17.312715 -4.656911 -13.551286
C: 14.690578 7.195912 -12.321945
C: 9.549660 4.988056 -16.967294
C: 15.012115 9.385949 -13.105091
C: 5.747304 7.682405 -11.737443
C: 14.086627 8.544692 -14.053648
C: 16.151434 -3.770876 -14.020834
C: 5.002119 -5.572524 -9.933698
C: 4.772856 -4.175691 -10.440078
C: 12.926204 -5.296153 -8.740712
C: 6.905921 8.655220 -11.666217
C: 15.067531 8.543082 -11.832260
C: 6.993712 -4.713492 -10.950748
C: 8.318232 4.393082 -18.948081
H: 14.620588 10.378930 -12.884172
H: 14.314464 8.924751 -11.142834
H: 16.030917 -3.976035 -15.084544
H: 11.469750 2.626252 -10.218794
H: 13.029266 8.809231 -14.043532
H: 5.764367 5.575162 -11.301472
H: 12.119218 -6.012579 -8.894313
H: 4.838601 8.120953 -11.325090
H: 17.067263 -1.655857 -14.208319
H: 6.481220 -2.858029 -10.080309
H: 16.961829 -5.581864 -13.093640
H: 16.064089 8.716247 -11.426062
H: 5.496121 7.417338 -12.764458
H: 5.793495 6.500619 -9.865635
H: 4.179389 -6.252382 -10.155074
H: 9.612946 4.698160 -15.918462
H: 4.105847 -4.338558 -11.286641
H: 7.026565 9.340862 -12.504940
H: 6.788702 9.224630 -10.744191
H: 5.103025 -5.462771 -8.853942
H: 6.101003 -2.992321 -11.849481
H: 15.560008 -1.840570 -13.193439
H: 10.559079 5.308938 -17.224630
H: 15.286577 -4.139632 -13.469341
H: 9.907137 3.126961 -18.094394
H: 18.056868 -4.939718 -14.295843
H: 9.056611 7.007669 -17.280138
H: 14.396269 8.429366 -15.092358
H: 15.902230 9.602641 -13.695710
H: 8.432815 3.177565 -17.168313
H: 4.099788 -3.697589 -9.728393
H: 7.662324 6.044650 -16.721895
H: 12.889738 -4.460765 -9.439927

Cartesian forces (eV/Å) of the 2 atoms listed first:
Br -1.3 1.0 -0.4
Br 1.3 -0.1 -1.3

- Multiplicity: 1
- Charge: 0
- ΔE to the lowest compared entry with this formula, charge and spin: 273.8 kJ/mol
- Maximum force: 6.2 eV Å⁻¹